Record 1
C20H17BrTc | ωB97M-V/def2-TZVPD

Last column: Löwdin charge in e.
Geometry (Å):
C 1.352 1.711 2.674  -0.23
C 0.729 1.103 3.826  -0.27
C 0.937 -0.325 3.743  -0.21
H 0.211 1.629 4.618  0.09
C 1.742 -0.577 2.572  -0.22
C 1.982 0.678 1.910  -0.19
H 2.506 0.805 0.975  0.11
H 1.330 2.762 2.383  0.11
H 0.586 -1.059 4.456  0.11
H 2.120 -1.531 2.209  0.11
Tc -0.123 0.287 2.024  1.03
Br -1.975 1.713 2.637  0.06
C -0.037 2.186 -2.612  -0.08
C 1.301 1.703 -2.562  -0.11
C 2.075 2.638 -1.803  -0.08
H 1.711 0.830 -3.089  0.09
C 1.172 3.570 -1.211  -0.10
C -0.137 3.308 -1.729  -0.09
H -1.044 3.804 -1.405  0.09
H -0.827 1.752 -3.208  0.09
H 3.161 2.672 -1.765  0.10
H 1.441 4.293 -0.450  0.09
C -2.335 -1.111 -2.793  -0.08
C -2.248 0.003 -1.931  -0.10
C -1.612 -0.119 -0.708  -0.07
C -1.092 -1.354 -0.280  -0.20
C -0.469 -1.527 0.983  -0.21
C -0.069 -2.759 1.442  -0.14
C -0.078 -3.853 0.550  -0.08
C -0.593 -3.715 -0.718  -0.04
C -1.149 -2.489 -1.154  -0.17
C -1.767 -2.325 -2.415  -0.03
H -2.844 -0.998 -3.751  0.10
H -2.668 0.965 -2.228  0.10
H -1.501 0.750 -0.039  0.03
H 0.285 -2.889 2.460  0.09
H 0.314 -4.804 0.900  0.10
H -0.612 -4.557 -1.409  0.11
H -1.774 -3.168 -3.105  0.11

Electronic energy: -3426.9892 a.u.
E_HOMO (spin up / spin down): -7.5 / -7.9 eV
2S+1: 4
Expectation value of S²: 3.787
Total charge: 0


Record 2
C20H17ClFNO2 | ωB97M-V/def2-TZVPD

Last column: Löwdin charge in e.
Geometry (Å):
O -0.258 0.858 -1.899  0.07
F 5.387 2.638 -1.753  0.04
Cl -0.955 -2.346 2.819  0.74
O -3.007 -0.902 1.445  0.03
C -0.352 0.342 -0.785  -0.34
C -0.561 -1.158 1.564  -0.45
C -1.778 -0.670 0.901  -0.25
C -1.683 0.005 -0.305  -0.05
C 0.679 -0.772 1.134  -0.13
C -5.380 0.950 -2.189  -0.09
C -5.097 -0.355 -1.834  -0.08
C -4.411 1.952 -2.071  -0.05
C 3.456 2.552 -0.398  0.01
C 3.982 0.629 -1.801  0.01
C -3.883 -0.667 -1.240  -0.06
C -3.190 1.622 -1.454  0.00
C 2.288 1.894 0.013  0.01
C 2.821 -0.023 -1.368  0.02
C 4.299 1.919 -1.330  -0.24
C -2.927 0.313 -1.020  -0.19
C 1.958 0.625 -0.455  -0.27
N 0.787 0.041 -0.014  0.08
C 2.042 -0.898 3.330  -0.07
C 2.137 -2.773 1.672  -0.08
C 1.960 -1.267 1.839  -0.35
H -3.704 -0.608 0.828  0.10
H -6.315 1.186 -2.676  0.10
H -5.803 -1.175 -1.984  0.11
H -4.586 2.948 -2.409  0.09
H 3.765 3.562 -0.062  0.13
H 4.644 0.199 -2.545  0.12
H -3.647 -1.696 -0.974  0.13
H -2.428 2.390 -1.465  0.12
H 1.676 2.382 0.760  0.13
H 2.563 -1.023 -1.676  0.12
H 1.177 -1.275 3.909  0.05
H 2.967 -1.296 3.786  0.09
H 2.009 0.163 3.516  0.07
H 1.979 -3.076 0.635  0.08
H 3.141 -3.099 1.948  0.09
H 1.411 -3.321 2.242  0.04
H 2.838 -0.772 1.364  0.13

Electronic energy: -1537.6190 a.u.
E_HOMO: -8.2 eV
2S+1: 1
Structure (SMILES): CC(C)c1c(Cl)c(O)c(-c2ccccc2)c(=O)n1-c1ccc(F)cc1
Total charge: 0


Record 3
C20H17ClN3O7S5V | ωB97M-V/def2-TZVPD

Last column: Löwdin charge in e.
Geometry (Å):
V -0.634 1.115 0.419  1.16
O -0.433 2.886 1.381  -0.05
C 0.540 3.339 2.006  -0.12
C 1.810 2.711 2.152  -0.11
C 2.779 3.354 2.939  0.06
C 3.993 2.762 3.126  -0.14
C 4.294 1.515 2.555  0.04
C 3.368 0.879 1.777  0.04
C 2.105 1.465 1.537  -0.28
O 1.260 0.856 0.759  -0.14
N 4.998 3.439 3.947  -0.36
O 4.721 4.540 4.383  0.08
O 6.047 2.859 4.142  0.09
H 0.411 4.316 2.485  0.15
H 2.571 4.310 3.401  0.13
H 5.265 1.077 2.740  0.13
H 3.574 -0.081 1.322  0.14
Cl -6.131 -1.251 -3.705  0.69
C -4.981 -0.455 -2.685  -0.66
C -5.207 0.870 -2.298  -0.07
C -4.309 1.526 -1.489  0.02
C -3.153 0.873 -1.044  -0.28
O -2.291 1.515 -0.266  -0.15
C -2.926 -0.460 -1.447  -0.11
C -1.723 -1.155 -1.067  -0.12
O -0.809 -0.638 -0.418  -0.13
C -3.857 -1.116 -2.267  -0.04
H -6.098 1.375 -2.646  0.11
H -4.477 2.548 -1.180  0.13
H -1.575 -2.194 -1.386  0.12
H -3.678 -2.139 -2.575  0.13
C -2.480 -0.892 4.102  -0.04
N -1.364 -1.549 3.442  0.04
C -0.615 -0.976 2.486  -0.51
N 0.403 -1.682 1.984  0.22
O -0.874 0.230 2.158  -0.09
H -2.297 -0.807 5.173  0.09
H -3.402 -1.449 3.939  0.09
H -2.589 0.103 3.685  0.08
H -1.092 -2.463 3.761  0.15
H 0.402 -2.685 2.098  0.09
H 0.813 -1.404 1.092  0.03
C 3.224 -3.145 -3.857  -0.43
S 4.489 -3.746 -2.720  0.80
C 3.600 -4.332 -1.315  -1.01
C 2.435 -3.945 -0.768  -1.16
S 1.308 -2.692 -1.174  0.48
S 2.011 -4.850 0.687  0.83
C 3.401 -5.862 0.821  -1.54
S 3.649 -6.960 2.024  0.48
S 4.492 -5.605 -0.486  0.87
H 3.784 -2.876 -4.753  0.02
H 2.705 -2.281 -3.455  -0.02
H 2.509 -3.929 -4.097  0.04

Electronic energy: -4858.4071 a.u.
E_HOMO: -6.3 eV
2S+1: 1
Total charge: 0


Record 4
C20H17F2N3O5 | ωB97M-V/def2-TZVPD

Last column: Löwdin charge in e.
Geometry (Å):
O -4.121 4.076 -2.717  0.13
O -3.987 2.754 0.505  0.10
O 4.313 -2.354 0.254  0.05
F -1.595 -4.649 -1.997  0.07
F -0.479 1.296 3.982  0.05
O -5.455 2.305 -2.202  0.13
O 5.047 -2.888 2.394  0.15
C -4.254 2.967 -2.255  -0.44
C -3.025 2.353 -0.137  -0.32
C 4.455 -2.107 1.487  -0.47
C -3.051 2.412 -1.557  -0.07
C -2.099 1.783 -2.226  0.05
C -0.647 -2.574 -2.567  -0.01
C -2.533 -2.592 -1.148  -0.01
C -1.592 2.040 1.938  0.04
C -0.533 -1.206 -2.594  -0.02
C -2.419 -1.213 -1.055  0.03
C -1.583 -3.305 -1.847  -0.27
C -0.482 1.520 2.628  -0.17
C -1.906 1.838 0.632  -0.11
C 0.297 0.826 0.320  -0.14
C -1.419 -0.461 -1.782  -0.18
C -0.935 1.221 -0.181  -0.14
C 0.504 0.894 1.758  -0.05
N 1.320 0.339 -0.542  0.14
N -1.198 0.953 -1.542  -0.02
N 1.609 0.192 2.466  0.02
C 4.402 0.296 1.221  -0.07
C 2.317 -1.029 1.921  -0.16
C 3.829 -0.856 2.031  -0.31
H -6.077 3.026 -2.281  0.12
H 5.091 -3.751 1.997  0.12
H -2.265 1.672 -3.276  0.15
H 0.149 -3.107 -3.079  0.12
H -3.265 -3.178 -0.609  0.12
H -2.453 2.505 2.512  0.15
H 0.155 -0.632 -3.170  0.11
H -3.109 -0.694 -0.388  0.13
H 2.216 0.604 -0.232  0.04
H 1.173 0.308 -1.555  0.08
H 1.913 0.406 3.465  0.16
H 3.756 1.247 1.333  0.10
H 4.375 0.091 0.113  0.09
H 5.451 0.586 1.529  0.10
H 1.843 -1.873 2.441  0.13
H 2.161 -1.332 0.889  0.10
H 4.106 -0.707 3.120  0.16

Electronic energy: -1512.4688 a.u.
Energy above the lowest of the compared OMol25 structures with the same formula, charge and spin: 11.6 kJ/mol
E_HOMO: -8.0 eV
2S+1: 1
Structure (SMILES): C[C@@H](CNc1c(F)cc2c(=O)c(C(=O)O)cn(-c3ccc(F)cc3)c2c1N)C(=O)O
Total charge: 0


Record 5
C20H17F2NO3S | ωB97M-V/def2-TZVPD

Last column: Löwdin charge in e.
Geometry (Å):
O -3.139 0.250 -2.919  0.11
F 1.410 4.702 -1.371  0.11
F 2.830 0.491 0.227  0.06
O -3.848 -1.772 2.348  -0.08
O 5.411 1.711 0.795  -0.09
S 0.284 0.550 -1.600  1.13
C -2.363 -0.208 -2.096  -0.50
C -1.822 1.843 -0.884  -0.06
C -0.651 2.634 -0.566  -0.11
C -1.429 0.733 -1.559  -0.46
C 0.549 2.088 -0.854  -0.44
C -1.376 -4.023 0.695  -0.02
C 3.469 4.362 -0.508  -0.03
C -2.177 -3.428 1.693  -0.03
C 4.526 3.678 -0.003  0.02
C -1.298 -3.301 -0.598  0.00
C -2.909 -1.684 0.222  0.09
C 2.224 3.878 -0.747  -0.30
C 3.010 1.790 -0.032  -0.14
C -3.016 -2.360 1.445  -0.30
C 4.278 2.320 0.340  -0.20
C 1.945 2.581 -0.527  -0.08
C -2.029 -2.135 -0.786  -0.26
N -2.131 -1.554 -2.028  -0.06
C -3.255 -1.580 3.621  -0.09
C 5.318 0.541 1.630  -0.09
C -2.240 -2.317 -3.258  -0.02
H -2.844 2.114 -0.718  0.12
H -0.679 3.649 -0.066  0.14
H -0.827 -4.900 0.722  0.07
H 3.610 5.386 -0.737  0.12
H -2.247 -3.803 2.701  0.10
H 5.500 4.118 0.311  0.14
H -0.574 -3.663 -1.453  0.14
H -3.529 -0.777 0.094  0.14
H -2.278 -1.141 3.661  0.09
H -3.301 -2.562 4.254  0.12
H -3.899 -0.921 4.157  0.07
H 5.308 -0.305 0.885  0.09
H 4.408 0.261 2.281  0.11
H 6.353 0.410 2.177  0.12
H -2.428 -3.422 -3.294  0.11
H -1.232 -2.326 -3.660  0.08
H -2.911 -1.906 -3.997  0.08

Electronic energy: -1650.5877 a.u.
Energy above the lowest of the compared OMol25 structures with the same formula, charge and spin: 22.3 kJ/mol
E_HOMO: -8.5 eV
2S+1: 1
Structure (SMILES): COc1cccc(N(C)C(=O)c2ccc(-c3c(F)ccc(OC)c3F)s2)c1
Total charge: 0